A 18-piece molecular cluster, C60H129O27P3 overall. Source: the Open Molecules 2025 dataset; level of theory: ωB97M-V with the def2-TZVPD basis set.

Last column: Löwdin charge in e.
Positions of all 219 atoms, in Å:
C -25.030 -11.617 -14.258  -0.009
C -24.226 -11.798 -13.034  -0.486
O -24.535 -12.532 -12.131  0.056
C -22.962 -10.950 -13.002  0.007
H -24.361 -11.652 -15.157  0.071
H -25.395 -10.574 -14.252  0.084
H -25.831 -12.313 -14.311  0.078
H -22.200 -11.608 -13.388  0.073
H -22.555 -10.586 -12.066  0.058
H -23.020 -10.183 -13.751  0.054
C -21.523 -15.785 -6.483  -0.020
C -22.775 -15.100 -6.161  -0.458
O -23.488 -14.611 -7.039  0.025
C -23.253 -15.094 -4.671  -0.005
H -21.767 -16.849 -6.560  0.100
H -20.859 -15.725 -5.664  0.061
H -21.072 -15.429 -7.452  0.101
H -24.260 -14.614 -4.577  0.084
H -22.542 -14.652 -3.979  0.068
H -23.472 -16.110 -4.338  0.075
C -27.760 -10.705 -11.065  -0.012
C -28.791 -9.650 -11.445  -0.532
O -29.867 -9.962 -11.934  0.044
C -28.358 -8.272 -11.257  -0.021
H -26.846 -10.348 -11.518  0.069
H -28.122 -11.720 -11.386  0.108
H -27.689 -10.647 -10.006  0.044
H -27.650 -8.248 -12.136  0.104
H -27.719 -8.275 -10.352  0.089
H -29.131 -7.524 -11.221  0.085
C -20.114 -11.694 -10.639  0.003
C -20.852 -12.389 -9.514  -0.473
O -20.253 -12.943 -8.597  0.033
C -22.322 -12.474 -9.632  -0.008
H -19.044 -11.772 -10.527  0.060
H -20.341 -10.635 -10.751  0.058
H -20.438 -12.166 -11.534  0.052
H -22.800 -11.463 -9.721  0.103
H -22.769 -13.050 -8.847  0.055
H -22.488 -13.003 -10.613  0.085
C -22.608 -16.407 -12.859  -0.023
C -21.874 -15.351 -12.244  -0.561
O -21.673 -14.307 -12.778  0.078
C -21.290 -15.808 -10.954  -0.001
H -21.923 -17.058 -13.387  0.107
H -23.296 -15.991 -13.589  0.107
H -23.112 -16.949 -12.094  0.055
H -20.539 -16.759 -11.040  0.151
H -22.097 -16.130 -10.271  0.071
H -20.823 -15.024 -10.429  0.047
C -18.724 -7.391 -12.935  -0.015
C -17.581 -7.285 -13.880  -0.451
O -17.700 -7.802 -14.987  0.039
C -16.422 -6.298 -13.662  0.003
H -19.225 -8.360 -13.011  0.076
H -19.451 -6.631 -13.184  0.091
H -18.433 -7.330 -11.891  0.053
H -15.706 -6.653 -12.946  0.057
H -16.767 -5.331 -13.309  0.086
H -15.914 -6.206 -14.597  0.070
C -28.895 -12.800 -7.806  -0.015
C -27.796 -12.088 -7.053  -0.531
O -27.209 -11.166 -7.485  0.099
C -27.509 -12.711 -5.712  -0.014
H -29.863 -12.749 -7.258  0.102
H -28.684 -13.888 -7.898  0.075
H -28.982 -12.454 -8.827  0.066
H -28.235 -12.487 -4.938  0.086
H -26.597 -12.297 -5.296  0.062
H -27.397 -13.793 -5.925  0.091
C -24.870 -7.440 -15.245  -0.013
C -24.338 -7.576 -13.794  -0.511
O -25.144 -7.787 -12.924  0.054
C -22.893 -7.298 -13.560  -0.024
H -24.079 -7.532 -16.031  0.085
H -25.253 -6.406 -15.277  0.089
H -25.604 -8.253 -15.339  0.077
H -22.511 -7.434 -12.549  0.048
H -22.733 -6.217 -13.820  0.109
H -22.265 -7.833 -14.284  0.075
C -22.294 -19.258 -10.237  -0.003
C -21.168 -19.357 -9.272  -0.479
O -20.111 -18.803 -9.515  0.034
C -21.353 -20.110 -7.962  -0.001
H -22.859 -20.138 -10.275  0.071
H -21.787 -18.946 -11.188  0.106
H -22.893 -18.480 -9.821  0.072
H -22.354 -19.943 -7.596  0.075
H -20.558 -19.790 -7.260  0.075
H -21.270 -21.191 -8.123  0.093
C -13.928 -12.163 -7.120  -0.102
O -13.578 -13.380 -7.747  -0.194
P -14.472 -14.674 -7.622  0.282
O -14.056 -15.629 -8.606  -0.191
O -15.978 -14.186 -7.703  -0.227
C -16.446 -13.761 -8.942  -0.126
O -14.414 -15.024 -6.103  -0.198
C -14.947 -16.358 -5.729  -0.043
H -14.842 -11.752 -7.514  0.057
H -13.076 -11.498 -7.293  0.095
H -13.959 -12.300 -6.018  0.100
H -15.890 -12.936 -9.414  0.076
H -17.463 -13.399 -8.746  0.075
H -16.426 -14.616 -9.666  0.107
H -14.383 -17.112 -6.228  0.079
H -16.017 -16.452 -5.816  0.058
H -14.756 -16.518 -4.651  0.097
C -24.057 -8.330 -9.546  -0.037
O -22.948 -7.408 -9.406  -0.203
P -21.488 -7.941 -9.561  0.334
O -21.306 -8.586 -10.908  -0.267
O -20.618 -6.667 -9.415  -0.242
C -20.817 -5.420 -10.161  -0.021
O -21.123 -8.854 -8.317  -0.226
C -20.989 -8.217 -7.009  -0.035
H -23.880 -8.866 -10.476  0.077
H -24.945 -7.723 -9.515  0.090
H -24.148 -9.022 -8.718  0.057
H -21.472 -4.914 -9.446  0.100
H -21.224 -5.553 -11.157  0.076
H -19.851 -4.947 -10.326  0.091
H -20.315 -7.325 -7.153  0.107
H -20.497 -8.992 -6.453  0.061
H -21.956 -7.992 -6.585  0.089
C -22.309 -11.608 -19.515  -0.058
O -21.299 -11.613 -18.449  -0.240
P -21.674 -11.736 -16.893  0.360
O -23.011 -12.344 -16.664  -0.247
O -20.419 -12.463 -16.391  -0.235
C -20.464 -13.829 -15.927  -0.042
O -21.632 -10.249 -16.255  -0.223
C -20.290 -9.865 -15.744  -0.080
H -22.998 -12.416 -19.306  0.071
H -21.649 -11.816 -20.409  0.110
H -22.869 -10.689 -19.490  0.079
H -19.421 -14.193 -16.062  0.106
H -21.143 -14.425 -16.542  0.093
H -20.795 -13.839 -14.899  0.061
H -20.088 -10.057 -14.656  0.077
H -20.308 -8.792 -15.877  0.073
H -19.476 -10.262 -16.356  0.089
C -17.665 -12.264 -5.623  -0.175
C -17.724 -13.297 -4.514  -0.139
C -19.209 -13.100 -3.981  -0.186
O -19.397 -11.712 -4.092  -0.154
C -18.619 -11.174 -5.178  -0.194
H -18.065 -12.673 -6.648  0.131
H -16.603 -11.906 -5.757  0.111
H -17.075 -13.107 -3.619  0.126
H -17.537 -14.292 -4.892  0.092
H -19.232 -13.431 -2.954  0.114
H -19.876 -13.647 -4.632  0.098
H -18.113 -10.316 -4.793  0.110
H -19.311 -10.878 -5.988  0.103
C -15.548 -9.301 -9.326  -0.161
C -17.024 -9.725 -9.185  -0.147
C -17.829 -8.453 -9.612  -0.196
O -16.901 -7.469 -10.058  -0.157
C -15.688 -8.191 -10.404  -0.183
H -14.860 -10.075 -9.653  0.093
H -15.139 -8.923 -8.350  0.125
H -17.175 -9.909 -8.074  0.117
H -17.312 -10.649 -9.682  0.077
H -18.462 -8.007 -8.818  0.113
H -18.441 -8.816 -10.472  0.096
H -14.790 -7.516 -10.360  0.133
H -15.784 -8.567 -11.406  0.095
C -17.412 -19.151 -7.214  -0.137
C -17.471 -17.869 -8.102  -0.156
C -18.626 -17.117 -7.474  -0.190
O -18.358 -17.273 -6.044  -0.195
C -17.917 -18.643 -5.843  -0.195
H -16.392 -19.610 -7.086  0.120
H -18.096 -19.939 -7.587  0.097
H -17.613 -18.162 -9.151  0.109
H -16.551 -17.331 -8.094  0.080
H -19.561 -17.618 -7.774  0.082
H -18.619 -16.005 -7.609  0.132
H -18.711 -19.245 -5.387  0.105
H -17.145 -18.487 -5.080  0.105
C -26.025 -14.866 -9.629  -0.151
C -26.309 -15.989 -8.601  -0.157
C -26.027 -17.148 -9.524  -0.201
O -25.041 -16.721 -10.491  -0.147
C -24.753 -15.346 -10.227  -0.228
H -25.964 -13.860 -9.141  0.131
H -26.755 -14.887 -10.422  0.120
H -27.301 -15.936 -8.128  0.106
H -25.596 -15.923 -7.787  0.091
H -26.921 -17.471 -10.078  0.124
H -25.672 -17.991 -8.955  0.102
H -24.531 -14.858 -11.173  0.105
H -23.844 -15.260 -9.662  0.086
C -18.251 -11.986 -13.656  -0.180
C -17.214 -11.063 -13.079  -0.127
C -16.269 -12.129 -12.368  -0.129
O -17.219 -13.141 -11.913  -0.156
C -18.008 -13.368 -13.043  -0.219
H -18.187 -12.041 -14.715  0.089
H -19.292 -11.589 -13.439  0.104
H -17.561 -10.510 -12.253  0.065
H -16.692 -10.430 -13.802  0.116
H -15.753 -11.699 -11.483  0.106
H -15.582 -12.632 -13.013  0.109
H -18.885 -13.928 -12.750  0.108
H -17.485 -13.930 -13.839  0.123
C -22.546 -11.248 -6.377  -0.160
C -24.020 -10.875 -6.656  -0.157
C -24.364 -9.722 -5.756  -0.174
O -23.259 -9.622 -4.818  -0.147
C -22.367 -10.709 -5.005  -0.221
H -21.901 -10.681 -7.074  0.090
H -22.299 -12.271 -6.529  0.083
H -24.542 -11.813 -6.319  0.106
H -24.377 -10.745 -7.708  0.101
H -25.256 -9.834 -5.137  0.114
H -24.396 -8.729 -6.200  0.106
H -22.696 -11.499 -4.284  0.135
H -21.355 -10.393 -4.830  0.090

As for the HOMO energy: -8.89 eV. The calculation puts the calculated total energy at -5419.17315 hartree. The calculation puts the LUMO energy at 0.366 eV. The calculation puts the energy above the lowest of the compared OMol25 structures with the same formula, charge and spin at 0.0 kcal/mol. As for the HOMO-LUMO gap: 9.259 eV. The multiplicity is 1.